Record 1
The following is a quantum chemistry calculation of 2 unconnected molecules or ions with the total composition C2H7FO, from the Open Molecules 2025 dataset.

XYZ file:
```
11
Properties=species:S:1:pos:R:3:nbo_charge:R:1
F -0.110 2.351 0.641 -0.359
C 0.000 0.000 0.000 -0.651
C -0.039 1.513 -0.402 0.066
H 0.933 -0.197 0.554 0.214
H 0.018 -0.582 -0.937 0.214
H -0.851 -0.344 0.611 0.218
H 0.931 1.795 -0.855 0.152
H -0.835 1.752 -1.133 0.144
O -2.702 0.878 -4.647 -0.938
H -1.870 0.413 -4.893 0.470
H -2.479 1.365 -3.822 0.469
```

Calculated values
**Multiplicity**: 1
**Energy relative to the best compared isomer or geometry (same formula, charge and spin)**: 7.91 kJ/mol
**Frontier orbital gap**: 12.25 eV
**Electronic energy**: -255.4840 Ha
**LUMO**: 0.56 eV



Record 2
The following is a quantum chemistry calculation of a molecular structure, C3H8O3, from the Open Molecules 2025 dataset.

XYZ file:
```
14
Properties=species:S:1:pos:R:3:nbo_charge:R:1
H -1.286 -0.584 1.162 0.509
O -2.520 -0.188 0.863 -0.887
O -0.090 -0.157 1.356 -0.715
H -2.161 0.145 -0.003 0.528
H -3.141 -0.812 0.655 0.483
C 0.258 0.060 0.108 0.806
O -0.691 0.332 -0.662 -0.721
C 1.690 0.354 -0.111 -0.520
H 1.897 1.382 -0.055 0.242
H 2.217 -0.057 0.763 0.236
C 1.897 -0.217 -1.511 -0.610
H 2.877 -0.316 -1.802 0.207
H 1.536 -1.268 -1.737 0.213
H 1.404 0.434 -2.353 0.228
```

Calculated values
**Multiplicity**: 1
**Energy relative to the best compared isomer or geometry (same formula, charge and spin)**: 158.51 kJ/mol
**Frontier orbital gap**: 10.73 eV
**Electronic energy**: -344.7880 Ha
**LUMO**: 0.63 eV



Record 3
The following is a quantum chemistry calculation of a single C21H24N2O6S2 molecule, from the Open Molecules 2025 dataset.

XYZ file:
```
55
Properties=species:S:1:pos:R:3:nbo_charge:R:1
C -0.516 -1.623 -2.912 -0.254
H -0.513 -0.981 -3.798 0.181
O 0.597 -1.369 -2.088 -0.531
C 0.706 -0.132 -1.509 0.308
C -0.166 0.925 -1.717 -0.309
C 0.017 2.139 -1.070 -0.223
C 1.055 2.321 -0.172 -0.019
C 1.938 1.264 0.023 -0.230
C 1.791 0.060 -0.637 0.230
O 2.695 -0.956 -0.387 -0.541
C 3.602 -1.207 -1.443 -0.252
H 3.079 -1.464 -2.369 0.179
H 4.215 -2.046 -1.121 0.206
H 4.239 -0.335 -1.624 0.177
H 2.770 1.368 0.704 0.223
C 1.293 3.604 0.580 -0.419
H 2.046 4.197 0.050 0.225
H 1.707 3.348 1.558 0.210
C 0.054 4.475 0.785 -0.227
N -1.034 3.713 1.356 -0.631
C -2.257 3.708 0.805 0.683
O -2.590 4.427 -0.118 -0.641
C -3.215 2.689 1.421 -0.510
C -2.889 1.283 0.929 -0.637
H -3.788 0.691 0.783 0.243
H -2.284 1.285 0.026 0.255
S -1.925 0.394 2.201 2.160
O -2.815 0.063 3.279 -0.933
O -0.757 1.173 2.546 -0.975
C -1.379 -1.115 1.398 -0.239
C -0.054 -1.482 1.501 -0.259
C 0.394 -2.657 0.905 0.231
C -0.518 -3.423 0.166 -0.209
C -1.854 -3.050 0.091 -0.213
C -2.294 -1.901 0.720 -0.228
H -3.335 -1.623 0.689 0.226
H -2.538 -3.678 -0.458 0.229
S 0.027 -4.884 -0.646 0.291
C 1.730 -4.341 -0.959 -0.639
C 2.428 -3.905 0.309 0.687
O 3.560 -4.226 0.583 -0.584
N 1.696 -3.082 1.109 -0.614
H 2.218 -2.604 1.833 0.421
H 2.264 -5.172 -1.416 0.260
H 1.688 -3.493 -1.646 0.256
H 0.622 -0.850 2.054 0.249
H -4.227 2.969 1.125 0.249
H -3.150 2.708 2.511 0.240
H -0.791 2.985 2.020 0.432
H -0.305 4.899 -0.156 0.229
H 0.312 5.305 1.453 0.201
H -0.673 2.941 -1.284 0.229
H -0.997 0.820 -2.397 0.223
H -1.454 -1.493 -2.364 0.181
H -0.425 -2.663 -3.222 0.203
```

Calculated values
**Multiplicity**: 1
**Energy relative to the best compared isomer or geometry (same formula, charge and spin)**: 0.00 kJ/mol
**Frontier orbital gap**: 8.88 eV
**Electronic energy**: -2171.9874 Ha
**LUMO**: 0.22 eV



Record 4
The following is a quantum chemistry calculation of 3 unconnected molecules or ions with the total composition C19H37BBrN4O2, from the Open Molecules 2025 dataset.

XYZ file:
```
64
Properties=species:S:1:pos:R:3:nbo_charge:R:1
C -1.680 -6.687 -0.177 -0.397
N -1.459 -5.809 -1.326 -0.752
C -2.220 -6.210 -2.513 -0.400
B -0.075 -5.479 -1.583 1.176
O 0.904 -6.421 -1.353 -0.915
C 0.327 -4.010 -2.103 -0.376
Br 1.907 -4.201 -3.280 -0.025
C -0.799 -3.322 -2.891 -0.459
C -0.885 -1.776 -2.865 0.120
C -2.360 -1.395 -3.065 -0.611
C -0.088 -1.174 -4.018 -0.615
N -0.437 -1.189 -1.560 0.018
O 0.475 -0.298 -1.661 -0.400
C -0.238 -2.129 -0.423 0.105
C -1.570 -2.687 0.088 -0.629
C 0.381 -1.348 0.731 -0.597
C 0.760 -3.215 -0.837 -0.439
H -2.507 -6.302 0.430 0.189
H -0.798 -6.722 0.459 0.207
H -1.952 -7.702 -0.481 0.184
H -3.233 -5.791 -2.509 0.189
H -2.310 -7.299 -2.566 0.191
H -1.736 -5.860 -3.426 0.204
H 1.655 -6.103 -0.834 0.502
H -0.680 -3.589 -3.941 0.239
H -1.756 -3.736 -2.582 0.229
H -2.939 -1.612 -2.167 0.212
H -2.780 -1.978 -3.888 0.207
H -2.447 -0.336 -3.307 0.218
H -0.475 -1.620 -4.938 0.203
H -0.254 -0.101 -4.082 0.223
H 0.976 -1.386 -3.944 0.232
H -2.131 -3.230 -0.666 0.221
H -2.190 -1.863 0.445 0.217
H -1.371 -3.350 0.931 0.215
H 1.393 -1.030 0.508 0.235
H 0.444 -2.019 1.592 0.210
H -0.253 -0.513 1.027 0.213
H 1.712 -2.721 -1.029 0.245
H 0.874 -3.882 0.025 0.210
C 1.113 3.775 2.847 -0.610
C 1.703 3.568 1.458 -0.384
C 1.537 2.130 0.955 -0.516
C 2.209 1.166 1.828 0.306
N 2.747 0.422 2.518 -0.360
H 1.617 3.152 3.588 0.211
H 1.219 4.815 3.153 0.213
H 0.049 3.529 2.861 0.202
H 2.764 3.827 1.465 0.203
H 1.216 4.241 0.752 0.231
H 1.948 2.013 -0.048 0.260
H 0.480 1.860 0.904 0.245
C -0.168 8.660 4.313 -0.614
C 1.341 8.532 4.157 -0.378
C 1.804 8.689 2.703 -0.511
C 1.219 7.664 1.838 0.300
N 0.764 6.840 1.181 -0.349
H -0.691 7.876 3.763 0.217
H -0.454 8.575 5.361 0.219
H -0.522 9.625 3.946 0.204
H 1.672 7.563 4.535 0.209
H 1.842 9.295 4.756 0.210
H 2.889 8.609 2.632 0.251
H 1.517 9.667 2.313 0.244
```

Calculated values
**Multiplicity**: 2
**Frontier orbital gap (spin up / spin down)**: 8.71 / 9.62 eV
**Electronic energy**: -3714.5186 Ha
**LUMO (spin up / spin down)**: 0.55 / 0.52 eV



Record 5
The following is a quantum chemistry calculation of 4 unconnected molecules or ions with the total composition CH10N2O3, from the Open Molecules 2025 dataset.

XYZ file:
```
16
Properties=species:S:1:pos:R:3:nbo_charge:R:1
N -0.456 -0.719 0.165 -0.824
C 0.538 -1.394 0.812 0.295
N 1.284 -0.840 1.679 -0.770
H -0.732 -0.973 -0.788 0.418
H -0.514 0.269 0.380 0.385
H 0.551 -2.446 0.528 0.149
H 1.878 -1.506 2.152 0.352
H 0.294 2.445 -0.410 0.504
H 0.653 1.316 -1.529 0.472
O 0.418 2.220 -1.338 -0.978
H 0.875 1.261 1.884 0.503
H 1.435 2.678 2.226 0.477
O 1.026 2.159 1.528 -0.992
H -3.123 -1.588 -2.054 0.486
H -1.956 -1.271 -3.056 0.482
O -2.172 -1.613 -2.180 -0.959
```

Calculated values
**Multiplicity**: 1
**Energy relative to the best compared isomer or geometry (same formula, charge and spin)**: 52.30 kJ/mol
**Frontier orbital gap**: 9.98 eV
**Electronic energy**: -379.3278 Ha
**LUMO**: 0.52 eV



Record 6
The following is a quantum chemistry calculation of a molecular structure, C21H36N6O5PRe, from the Open Molecules 2025 dataset.

XYZ file:
```
70
Properties=species:S:1:pos:R:3:nbo_charge:R:1
Re -0.067 0.662 0.231 1.167
C -1.834 0.576 2.639 -0.248
C -0.429 0.326 3.245 -0.251
N 0.661 0.745 2.341 -0.617
C 1.252 2.054 2.712 -0.248
C 1.467 2.969 1.502 -0.255
N 0.427 2.798 0.460 -0.604
C -0.809 3.576 0.720 -0.251
C -1.670 2.883 1.771 -0.250
N -1.782 1.443 1.452 -0.632
H -2.500 0.994 3.401 0.244
H -2.254 -0.378 2.313 0.241
H -0.333 -0.744 3.436 0.250
H -0.338 0.840 4.205 0.239
H 1.399 0.047 2.406 0.449
H 2.224 1.911 3.190 0.259
H 0.613 2.547 3.445 0.224
H 2.424 2.734 1.038 0.254
H 1.504 4.010 1.841 0.244
H 0.833 3.210 -0.381 0.433
H -1.363 3.662 -0.220 0.230
H -0.568 4.591 1.051 0.251
H -2.655 3.358 1.796 0.261
H -1.229 3.002 2.759 0.220
H -2.658 1.308 0.944 0.430
O 0.066 -1.105 -1.816 -0.291
N -0.118 -2.261 -1.406 0.235
N -0.536 -2.418 -0.205 0.206
O -0.792 -1.382 0.554 -0.553
C -0.680 -3.723 0.281 0.101
C -0.483 -4.807 -0.593 -0.213
C -0.592 -6.093 -0.113 -0.168
C -0.897 -6.315 1.228 -0.134
C -1.118 -5.238 2.087 -0.193
C -1.003 -3.943 1.624 -0.208
H -0.251 -4.630 -1.630 0.246
H -0.451 -6.925 -0.783 0.253
H -0.957 -7.325 1.604 0.252
H -1.371 -5.420 3.120 0.248
H -1.159 -3.109 2.291 0.221
C -3.643 3.101 -4.436 -0.671
C -2.743 2.371 -3.527 0.121
C -3.192 1.334 -2.700 -0.172
C -2.347 0.786 -1.762 0.019
N -1.080 1.194 -1.591 -0.521
C -0.595 2.082 -2.475 0.040
C -1.380 2.692 -3.427 -0.219
H -4.690 2.905 -4.219 0.252
H -3.450 2.800 -5.468 0.277
H -3.451 4.174 -4.396 0.260
H -4.205 0.971 -2.786 0.255
H -2.692 -0.010 -1.114 0.218
H 0.463 2.301 -2.414 0.211
H -0.949 3.422 -4.096 0.262
C 4.548 0.455 0.453 -0.264
O 3.139 0.718 0.292 -0.851
P 2.096 -0.322 -0.341 1.999
O 2.778 -0.972 -1.598 -0.812
C 2.824 -0.489 -2.943 -0.255
O 2.068 -1.576 0.653 -0.862
C 2.708 -2.859 0.447 -0.253
H 5.020 0.204 -0.495 0.214
H 4.710 -0.357 1.160 0.202
H 4.980 1.372 0.849 0.224
H 3.324 -1.271 -3.514 0.240
H 3.398 0.433 -3.004 0.202
H 1.813 -0.350 -3.322 0.201
H 3.722 -2.829 0.838 0.214
H 2.727 -3.116 -0.610 0.212
H 2.123 -3.593 1.002 0.217
```

Calculated values
**Multiplicity**: 2
**Charge**: +3
**Energy relative to the best compared isomer or geometry (same formula, charge and spin)**: 205.29 kJ/mol
**Frontier orbital gap (spin up / spin down)**: 4.93 / 6.12 eV
**Electronic energy**: -1945.1724 Ha
**LUMO (spin up / spin down)**: -11.67 / -10.56 eV



Record 7
The following is a quantum chemistry calculation of a single C25H37N7O3 molecule, from the Open Molecules 2025 dataset.

XYZ file:
```
72
Properties=species:S:1:pos:R:3:nbo_charge:R:1
C -6.556 -1.079 -2.527 -0.639
C -7.017 -0.613 -1.149 -0.061
O -6.032 -0.798 -0.153 -0.496
C -4.952 0.031 -0.100 0.286
C -3.969 -0.323 0.811 -0.210
C -2.826 0.458 0.980 -0.114
C -2.676 1.627 0.212 0.240
C -3.664 1.979 -0.704 -0.228
C -4.786 1.195 -0.861 -0.276
H -5.532 1.500 -1.578 0.219
H -3.545 2.872 -1.299 0.212
N -1.562 2.400 0.400 -0.571
C -0.521 2.105 1.237 0.641
O 0.439 2.864 1.310 -0.674
C -0.660 0.868 2.002 -0.095
C -1.776 0.116 1.884 -0.124
H -1.886 -0.789 2.465 0.209
C 0.506 0.484 2.884 -0.245
N 1.373 -0.568 2.398 -0.442
C 0.910 -1.936 2.447 -0.209
H 1.755 -2.548 2.789 0.186
C 0.370 -2.538 1.138 -0.254
N 1.454 -2.954 0.261 -0.465
C 2.012 -4.250 0.605 -0.251
C 3.244 -4.501 -0.264 -0.069
O 2.929 -4.467 -1.635 -0.524
C 2.331 -3.237 -1.977 -0.070
C 1.078 -2.974 -1.143 -0.259
H 0.651 -2.007 -1.410 0.233
H 0.334 -3.762 -1.352 0.166
H 2.086 -3.300 -3.038 0.195
H 3.049 -2.418 -1.815 0.157
H 3.662 -5.491 -0.070 0.192
H 4.003 -3.735 -0.038 0.159
H 2.305 -4.261 1.657 0.201
H 1.278 -5.061 0.437 0.169
H -0.207 -1.775 0.615 0.248
H -0.296 -3.385 1.376 0.167
H 0.135 -1.993 3.212 0.200
C 2.288 -0.217 1.341 -0.273
C 1.691 0.408 0.122 0.352
N 0.516 0.102 -0.387 -0.359
N 0.343 0.878 -1.448 -0.080
N 1.341 1.635 -1.621 -0.070
N 2.230 1.381 -0.659 -0.191
C 3.503 2.095 -0.600 0.132
C 3.599 2.842 0.737 -0.640
H 4.054 2.228 1.511 0.204
H 4.208 3.733 0.624 0.216
H 2.606 3.144 1.063 0.268
C 4.632 1.074 -0.766 -0.616
H 4.545 0.273 -0.036 0.213
H 4.603 0.637 -1.763 0.217
H 5.592 1.562 -0.624 0.222
C 3.493 3.097 -1.771 -0.392
C 4.825 3.789 -2.036 -0.613
H 5.572 3.084 -2.392 0.203
H 4.685 4.545 -2.805 0.219
H 5.211 4.283 -1.148 0.200
H 2.728 3.845 -1.559 0.219
H 3.189 2.569 -2.675 0.226
H 2.785 -1.142 1.031 0.256
H 3.026 0.475 1.758 0.207
H 0.130 0.170 3.864 0.207
H 1.127 1.376 3.019 0.229
H -1.445 3.224 -0.179 0.415
H -4.100 -1.223 1.392 0.221
H -7.856 -1.229 -0.812 0.194
H -7.351 0.432 -1.179 0.167
H -5.699 -0.502 -2.866 0.213
H -7.365 -0.964 -3.243 0.215
H -6.268 -2.126 -2.484 0.216
```

Calculated values
**Multiplicity**: 1
**Energy relative to the best compared isomer or geometry (same formula, charge and spin)**: 31.93 kJ/mol
**Frontier orbital gap**: 8.17 eV
**Electronic energy**: -1583.8158 Ha
**LUMO**: 0.39 eV



Record 8
The following is a quantum chemistry calculation of 2 unconnected molecules or ions with the total composition C4H14N2O2, from the Open Molecules 2025 dataset.

XYZ file:
```
22
Properties=species:S:1:pos:R:3:nbo_charge:R:1
C 0.188 -0.822 0.009 -0.210
N -0.507 -1.160 1.185 -0.666
C -1.817 -0.502 1.332 0.089
O -1.655 0.898 1.238 -0.732
C 1.312 0.205 0.308 -0.066
C 2.223 -0.419 1.477 -0.667
N 2.026 0.490 -0.977 -0.828
H 0.789 -1.795 -0.371 0.163
H -0.479 -0.473 -0.825 0.189
H 0.108 -1.034 2.014 0.376
H -2.479 -0.718 0.541 0.160
H -2.132 -0.653 2.410 0.181
H -1.862 1.104 0.286 0.457
H 0.854 1.125 0.520 0.203
H 2.897 0.274 2.006 0.226
H 1.759 -0.557 2.477 0.212
H 2.747 -1.246 1.112 0.212
H 2.928 0.775 -0.707 0.357
H 2.069 -0.412 -1.472 0.345
H -0.843 0.632 -4.025 0.463
H -1.686 1.033 -2.995 0.449
O -1.688 1.085 -3.885 -0.911
```

Calculated values
**Multiplicity**: 1
**Energy relative to the best compared isomer or geometry (same formula, charge and spin)**: 231.54 kJ/mol
**Frontier orbital gap**: 9.43 eV
**Electronic energy**: -420.7169 Ha
**LUMO**: 0.50 eV



> Look up the multiplicity of the fifth one.

1